No. 1
{"formula": "C13H18O2", "method": "ωB97M-V/def2-TZVPD", "lumo_ha": 0.03292, "e_homo_ev": -8.476, "mol_weight_da": 206.28, "relative_energy_kj_mol": 340.5, "multiplicity": 1, "smiles": "C/C=C\\c1ccc(OCCC)c(OC)c1", "symbols": ["O", "O", "C", "C", "C", "C", "C", "C", "C", "C", "C", "C", "C", "C", "C", "H", "H", "H", "H", "H", "H", "H", "H", "H", "H", "H", "H", "H", "H", "H", "H", "H", "H"], "coordinates": [[1.806301, -0.852518, -0.310339], [1.119406, 1.727183, 0.663228], [4.539947, -0.189786, -0.369825], [0.153684, 0.850542, 0.232402], [-1.807417, -0.841447, -0.913123], [2.472689, -1.178866, 0.844526], [-0.430775, -1.212112, -0.923185], [-4.627266, 0.145346, 0.229563], [-2.218801, 0.347204, -0.307432], [-4.672795, -1.339609, 0.618222], [1.942138, 2.291720, -0.308251], [3.977795, -1.318069, 0.530463], [-1.223529, 1.162945, 0.227914], [-3.551300, 0.853585, -0.102365], [0.466896, -0.322293, -0.329321], [-5.515614, 0.762083, 0.144599], [4.594650, -1.387265, 1.435189], [5.716249, -0.234434, -0.564365], [0.074841, -2.071945, -1.480361], [1.473658, 3.206404, -0.836340], [2.432271, -0.406500, 1.646327], [-4.822813, -2.075535, -0.244490], [3.972067, -2.372208, 0.142598], [1.944431, -2.185235, 1.253837], [2.392810, 1.541146, -1.091333], [4.290696, 0.814370, 0.136435], [-3.794649, 1.866876, -0.165286], [-5.493514, -1.444555, 1.344740], [-2.565866, -1.601589, -1.375244], [-3.666225, -1.645583, 1.014450], [-1.467147, 2.171653, 0.457010], [2.809682, 2.775442, 0.184687], [4.091227, -0.205418, -1.403102]], "forces_ev_per_angstrom": [[-1.4263, 1.6476, -2.1086], [-0.5903, -0.3185, 0.7762], [1.1136, 0.5773, -0.5671], [-1.6563, 1.8433, -0.1253], [-0.2642, -2.7042, -1.0430], [-0.3695, -0.8287, 2.8053], [-0.7376, 0.6567, -0.6016], [0.1208, -0.9475, -0.5216], [1.7770, 0.1997, 0.7482], [0.4741, -0.0225, -0.9174], [1.4846, 1.1665, -2.3758], [-0.2617, -1.7223, -0.5745], [1.6539, 0.3037, -0.6263], [-1.2917, -1.8875, -0.1219], [2.8941, -4.3454, -0.1171], [-0.4832, -0.5610, 0.6262], [-0.4943, 0.1727, 0.0983], [-2.5194, -0.0661, 0.7849], [-1.3122, 1.0672, 1.0583], [0.1453, -1.6428, 0.4785], [-0.6915, -0.2336, -0.4546], [-0.2035, 1.1907, 0.9519], [0.9170, 1.0343, -0.5177], [1.5888, 2.0104, -0.4872], [-1.2021, 1.2842, 1.4732], [0.5136, -1.4345, -0.8849], [0.4757, 1.7251, -0.5007], [0.5200, -0.4011, -0.1586], [1.3877, 1.7491, 0.8501], [-1.0704, 0.3588, 0.0690], [-0.3288, 0.6491, 0.7067], [-0.4263, -0.6193, 0.1158], [0.2632, 0.0986, 1.1612]]}

---

No. 2
{"formula": "C2HNOS", "method": "ωB97M-V/def2-TZVPD", "lumo_ha": [0.01653, -0.14936], "e_homo_ev": [-6.124, -11.017], "mol_weight_da": 87.10, "relative_energy_kj_mol": 285.8, "multiplicity": 3, "symbols": ["S", "O", "N", "C", "C", "H"], "coordinates": [[-2.449848, -1.603583, 0.039489], [-1.124521, 0.708821, -0.170467], [2.349397, -0.544745, 0.167023], [-1.721542, -0.277286, -0.210350], [1.846734, 0.482318, 0.138444], [1.099779, 1.234473, 0.035861]], "forces_ev_per_angstrom": [[-0.7883, -1.2088, -0.3442], [-0.1424, 0.3992, -0.7722], [5.3207, -14.3136, 0.0057], [0.6792, 0.7798, 1.0948], [-3.7236, 15.1324, 0.4267], [-1.3456, -0.7890, -0.4108]]}

---

- Number 2 is which compound?
  C2HNOS